No. 1
ORCA calculation (ωB97M-V/def2-TZVPD) on a 10-piece molecular cluster, C21H39Cl18F7O3PS overall in a non-equilibrium geometry.

The geometry in XYZ format:
```
90
Properties=species:S:1:pos:R:3:forces:R:3
O 4.765 -1.097 -2.514 -0.852 0.352 0.463
P 5.287 -0.244 -3.547 1.707 -2.361 -0.012
O 5.218 -0.822 -5.000 -0.409 0.822 0.161
O 6.789 0.188 -3.341 -1.075 1.086 -0.538
S 4.281 1.704 -3.521 0.335 0.692 0.511
C 2.428 1.551 -3.229 -1.107 0.393 0.192
F 2.225 1.486 -1.926 0.396 -0.160 -0.236
F 1.999 2.727 -3.675 0.270 -0.026 -0.047
C 1.665 0.453 -4.032 0.164 -0.079 -0.023
F 2.172 0.508 -5.277 0.212 -0.043 -0.345
F 0.403 0.846 -4.074 -0.191 0.157 0.218
C 1.719 -1.026 -3.516 -0.753 -0.449 -0.305
F 1.935 -1.094 -2.217 0.134 0.061 0.041
F 2.643 -1.699 -4.190 0.086 0.056 0.159
F 0.533 -1.574 -3.785 0.215 0.015 0.072
H 5.135 -0.127 -5.665 0.192 -0.304 -0.599
H 6.805 1.046 -2.881 1.043 0.086 0.453
H 4.314 2.167 -4.789 -0.254 -0.155 -0.037
Cl -0.592 0.553 3.193 0.094 0.085 0.127
C 0.223 1.281 1.794 -0.064 0.008 -0.120
C 1.721 1.280 1.955 0.064 -0.025 -0.011
Cl 2.269 2.393 3.231 -0.001 -0.008 -0.002
H -0.164 2.289 1.664 0.015 0.034 0.066
H -0.055 0.688 0.923 0.026 -0.039 0.014
H 2.185 1.611 1.029 0.009 0.048 -0.082
H 2.091 0.287 2.195 -0.022 -0.008 0.056
Cl -5.340 0.267 7.491 -0.029 0.011 -0.014
C -4.530 0.991 6.079 -0.051 -0.005 -0.052
C -3.032 0.997 6.228 0.069 -0.017 -0.158
Cl -2.489 2.116 7.507 0.024 0.015 0.050
H -4.918 1.999 5.951 -0.002 0.029 0.056
H -4.808 0.398 5.209 0.058 -0.051 0.000
H -2.569 1.330 5.301 -0.037 0.037 -0.017
H -2.652 0.008 6.469 -0.018 -0.011 0.084
Cl -2.441 -4.740 -6.064 -0.013 0.012 -0.002
C -1.503 -4.392 -4.590 0.015 0.088 -0.002
C -1.073 -5.644 -3.873 0.058 -0.043 0.057
Cl -2.447 -6.515 -3.147 0.004 -0.028 0.010
H -2.111 -3.761 -3.947 -0.060 -0.033 0.015
H -0.622 -3.832 -4.899 0.033 -0.039 -0.014
H -0.402 -5.379 -3.059 -0.026 0.043 0.000
H -0.560 -6.329 -4.542 -0.053 -0.019 -0.050
Cl -0.377 4.546 -2.193 0.043 -0.029 0.004
C -1.468 5.253 -3.419 -0.077 0.073 -0.027
C -1.667 4.341 -4.600 -0.104 -0.024 0.022
Cl -0.183 4.170 -5.581 0.022 -0.029 -0.011
H -1.053 6.210 -3.719 0.078 -0.009 0.002
H -2.423 5.427 -2.927 -0.019 -0.053 0.017
H -2.432 4.752 -5.256 0.024 0.055 -0.018
H -1.976 3.347 -4.288 0.053 -0.034 0.011
Cl 1.625 -4.682 -1.478 0.089 0.145 0.053
C 2.132 -6.189 -0.660 0.045 -0.127 -0.001
C 0.946 -6.982 -0.179 -0.083 -0.142 -0.067
Cl 0.076 -6.191 1.158 0.034 0.079 0.012
H 2.804 -5.921 0.149 -0.064 0.084 0.048
H 2.685 -6.775 -1.391 -0.027 0.001 -0.044
H 1.278 -7.951 0.189 0.058 0.010 0.023
H 0.232 -7.144 -0.983 -0.040 0.022 0.002
Cl -2.670 -2.913 -0.494 0.047 0.039 -0.041
C -2.504 -3.507 1.184 0.063 -0.053 0.110
C -3.551 -2.927 2.098 -0.122 -0.110 -0.028
Cl -3.315 -1.179 2.383 -0.129 -0.034 -0.037
H -1.497 -3.272 1.518 0.007 0.058 -0.022
H -2.612 -4.589 1.150 -0.046 -0.011 -0.048
H -3.498 -3.412 3.071 0.054 -0.012 0.001
H -4.555 -3.063 1.701 0.245 0.080 0.000
Cl 9.943 4.297 -5.113 -0.019 0.004 0.012
C 10.591 2.817 -4.366 0.061 0.061 -0.053
C 9.494 1.960 -3.794 0.171 -0.154 -0.015
Cl 8.725 2.730 -2.368 -0.307 -0.145 -0.095
H 11.307 3.108 -3.603 -0.019 0.041 0.032
H 11.114 2.265 -5.143 -0.026 -0.037 -0.015
H 9.899 1.007 -3.459 0.033 0.026 0.063
H 8.722 1.767 -4.533 -0.036 0.078 -0.020
Cl -1.633 8.256 9.029 -0.010 0.022 0.001
C -2.594 6.762 8.886 -0.009 -0.045 0.073
C -2.522 6.169 7.504 -0.005 -0.135 -0.020
Cl -3.350 7.182 6.291 0.011 0.012 -0.027
H -3.618 6.995 9.164 -0.018 0.062 -0.029
H -2.191 6.053 9.607 0.037 -0.021 -0.019
H -3.012 5.198 7.494 -0.032 0.003 0.031
H -1.492 6.040 7.182 0.025 0.064 -0.019
Cl -7.689 -2.796 5.094 0.039 -0.015 0.007
C -7.551 -1.679 3.715 -0.002 0.084 0.054
C -8.011 -2.307 2.426 -0.052 0.122 -0.050
Cl -6.914 -3.607 1.888 -0.254 -0.109 -0.023
H -6.515 -1.353 3.651 0.032 -0.049 -0.020
H -8.174 -0.815 3.940 -0.044 -0.011 -0.007
H -8.025 -1.556 1.638 0.052 0.008 -0.011
H -9.006 -2.731 2.519 0.013 -0.074 0.046
```
Positions in Å, forces in eV/Å.

Values from the calculation:
**HOMO energy**: -11.59 eV
**Charge**: +1
**Electronic energy**: -293098.14633 eV

No. 2
ORCA calculation (ωB97M-V/def2-TZVPD) on a 9-piece molecular cluster, C5H29N2O9 overall in a non-equilibrium geometry.

The geometry in XYZ format:
```
45
Properties=species:S:1:pos:R:3:forces:R:3
C -0.609 -2.311 -1.570 -0.508 -0.500 -1.171
O 0.311 -3.057 -0.828 0.014 0.114 1.450
C -1.183 -1.153 -0.729 1.047 -1.652 -0.149
C -1.213 -1.556 0.769 1.148 -0.025 -1.622
C -2.082 -0.656 1.551 -2.011 -0.275 0.888
C -1.931 0.644 1.842 1.683 -0.618 0.410
N -3.340 -1.227 1.845 1.098 1.066 -0.203
N -0.207 -0.015 -0.837 -1.568 0.988 -0.494
H -1.384 -3.027 -1.868 -0.437 0.424 0.293
H -0.230 -1.941 -2.536 0.164 0.041 0.493
H 1.125 -3.328 -1.230 0.276 0.177 -0.904
H -2.142 -0.912 -1.182 0.099 0.496 0.425
H -0.163 -1.603 1.078 -0.085 0.613 0.102
H -1.383 -2.630 0.817 -1.025 0.076 0.205
H -1.098 1.206 1.423 -0.083 -0.034 0.616
H -2.572 1.175 2.535 -0.247 0.009 -0.432
H -3.471 -2.214 1.810 0.032 -0.364 0.443
H -3.770 -0.676 2.565 -0.820 -0.520 0.177
H -0.390 0.601 -1.658 0.359 -0.578 0.263
H 0.747 -0.345 -0.870 0.272 -0.164 -0.052
H -0.316 0.594 -0.028 0.010 -0.032 -0.072
H -0.942 3.907 0.343 -0.472 -0.279 -0.107
H 0.166 4.291 -0.433 0.143 -0.126 -0.757
O -0.672 3.828 -0.587 0.118 0.316 0.691
H 3.889 -2.321 0.588 -0.279 -0.357 0.122
H 3.463 -1.430 1.795 -0.458 -0.354 0.312
O 4.144 -1.589 1.145 0.571 0.709 -0.367
H 0.824 2.443 0.938 0.517 -0.981 0.078
H 0.998 3.064 2.410 0.114 -0.533 -0.164
O 0.828 3.217 1.480 -0.306 1.605 0.426
H -3.501 1.267 -0.813 -0.479 1.014 -0.392
H -2.269 2.384 -0.605 -0.949 0.368 -0.671
O -2.631 1.500 -0.509 1.292 -0.888 0.170
H 1.624 0.259 3.181 0.419 0.009 -0.098
H 0.490 -0.605 2.826 -0.644 -0.354 -0.134
O 1.387 -0.427 2.544 0.335 0.413 0.203
H 2.741 -1.763 -2.386 0.238 -0.356 -0.182
H 2.247 -0.403 -2.026 -0.085 0.154 -0.317
O 1.945 -1.230 -2.431 0.473 0.351 0.290
H 1.156 0.690 -4.134 0.065 0.189 -0.062
H 1.024 2.083 -3.438 0.200 0.540 -0.353
O 0.777 1.167 -3.391 -0.372 -0.627 0.570
H 3.151 1.014 -0.199 0.045 0.043 0.241
H 2.228 0.174 0.720 0.207 0.289 0.079
O 2.234 0.908 0.081 -0.113 -0.386 -0.244
```
Positions in Å, forces in eV/Å.

Values from the calculation:
**Energy relative to the best compared isomer or geometry (same formula, charge and spin)**: 80.2 kcal per mole
**HOMO energy**: -10.99 eV
**Charge**: +1
**Electronic energy**: -27056.66776 eV

No. 3
ORCA calculation (ωB97M-V/def2-TZVPD) on C40H57BClCoN9PS3 as an isolated structure in a non-equilibrium geometry.

The geometry in XYZ format:
```
113
Properties=species:S:1:pos:R:3:forces:R:3
Co 0.208 0.384 -0.210 -0.442 -1.070 -1.153
C 0.795 -4.808 0.571 -0.007 0.086 -0.050
C 1.848 -3.812 0.199 -0.243 -0.166 0.060
C 3.172 -4.090 0.191 0.202 -0.127 0.029
C 4.137 -3.086 -0.120 0.052 -0.103 0.032
N 3.766 -1.882 -0.433 -0.117 -0.004 0.050
N 2.443 -1.616 -0.421 0.410 0.336 -0.096
B 2.110 -0.160 -0.694 -0.405 0.267 0.365
N 2.190 0.878 0.378 0.534 0.150 0.643
N 2.789 2.068 -0.027 -0.188 -0.365 -0.193
C 2.811 3.064 0.787 0.077 0.129 0.103
C 2.062 3.049 2.013 0.115 0.305 -0.102
C 1.478 1.918 2.443 -0.084 -0.161 -0.036
C 0.722 1.863 3.732 -0.037 -0.047 -0.044
C 1.745 0.683 1.700 0.645 0.157 0.317
S 1.784 -0.763 2.510 -0.205 0.051 -0.171
C 3.753 4.218 0.444 -0.064 -0.059 0.044
C 3.060 5.575 0.572 -0.010 0.035 0.076
C 4.905 4.140 1.462 0.007 -0.036 -0.002
C 4.320 4.069 -0.966 -0.048 -0.012 -0.049
N 2.537 0.310 -2.089 -0.058 -0.002 0.126
N 3.845 0.465 -2.327 -0.173 0.005 0.095
C 4.202 0.829 -3.526 0.128 0.032 -0.119
C 3.224 1.066 -4.525 0.074 -0.002 -0.155
C 1.897 0.889 -4.283 -0.174 0.039 -0.225
C 0.854 1.140 -5.340 0.101 -0.038 0.052
C 1.546 0.473 -2.973 0.052 -0.021 0.060
S -0.064 0.134 -2.463 -0.021 0.174 0.319
C 5.697 0.886 -3.838 -0.047 -0.045 0.002
C 6.523 1.247 -2.596 -0.090 0.020 0.036
C 6.093 -0.517 -4.333 -0.046 -0.040 -0.035
C 5.983 1.912 -4.941 0.060 0.023 0.012
C 1.478 -2.468 -0.105 -0.163 -0.240 -0.004
S -0.113 -1.894 -0.025 0.104 0.637 0.076
C 5.625 -3.396 -0.064 -0.023 0.002 0.035
C 5.966 -3.860 1.363 -0.013 -0.015 -0.003
C 6.457 -2.159 -0.399 -0.046 0.071 -0.043
C 5.940 -4.515 -1.067 -0.010 -0.026 -0.023
H 1.229 -5.790 0.742 -0.001 0.020 -0.006
H 0.034 -4.881 -0.210 0.054 0.004 0.023
H 0.282 -4.481 1.480 0.023 -0.014 -0.024
H 3.509 -5.089 0.446 -0.016 0.097 -0.032
H 1.984 3.952 2.609 0.028 -0.055 -0.069
H 0.497 2.870 4.083 0.009 -0.042 -0.023
H 1.309 1.342 4.488 0.008 -0.007 0.020
H -0.204 1.297 3.616 -0.004 -0.004 -0.006
H 2.625 5.740 1.561 0.036 -0.009 -0.060
H 2.276 5.683 -0.176 -0.122 0.025 -0.070
H 3.789 6.369 0.400 -0.039 -0.022 0.009
H 4.549 4.279 2.486 0.018 -0.005 -0.034
H 5.636 4.923 1.248 -0.049 -0.038 0.021
H 5.409 3.172 1.402 -0.010 0.043 0.004
H 3.532 4.151 -1.723 0.063 -0.015 0.058
H 4.804 3.101 -1.094 -0.008 0.043 0.005
H 5.053 4.860 -1.145 -0.063 -0.038 0.005
H 3.539 1.386 -5.511 -0.016 -0.004 0.056
H 1.127 0.637 -6.268 0.008 0.021 0.035
H 0.788 2.209 -5.551 -0.008 0.001 0.019
H -0.128 0.790 -5.032 0.022 -0.015 0.010
H 6.170 0.725 -1.706 0.043 -0.006 -0.075
H 6.480 2.322 -2.407 -0.011 -0.076 0.027
H 7.568 0.977 -2.765 -0.060 0.057 -0.012
H 5.838 -1.280 -3.592 0.043 0.068 -0.041
H 7.170 -0.560 -4.517 -0.109 0.020 -0.006
H 5.577 -0.764 -5.267 0.033 -0.005 0.086
H 5.580 2.897 -4.685 0.033 -0.067 -0.013
H 5.585 1.610 -5.912 0.036 0.014 0.054
H 7.064 2.014 -5.056 -0.027 0.009 -0.014
H 5.685 -3.101 2.097 0.030 -0.039 -0.043
H 7.041 -4.033 1.443 -0.063 -0.003 -0.006
H 5.460 -4.794 1.624 0.036 0.074 -0.020
H 6.261 -1.346 0.305 0.021 -0.068 -0.058
H 6.232 -1.787 -1.402 0.029 -0.043 0.110
H 7.518 -2.417 -0.350 -0.071 0.020 -0.007
H 5.413 -5.443 -0.826 0.041 0.078 -0.028
H 7.011 -4.730 -1.052 -0.066 0.002 0.004
H 5.666 -4.220 -2.084 0.029 -0.015 0.067
C -0.920 5.613 -1.264 -0.077 -0.273 0.024
N -0.796 4.629 -2.338 0.021 -0.087 0.041
C -2.144 4.236 -2.761 0.102 -0.093 0.194
N -2.967 3.723 -1.664 -0.050 0.031 -0.035
C -3.007 4.712 -0.587 0.120 -0.096 -0.003
N -1.680 5.120 -0.118 -0.011 -0.015 0.019
C -0.981 4.045 0.586 -0.340 -0.245 -0.116
P -0.777 2.523 -0.494 0.338 0.381 -0.400
C -0.006 3.468 -1.925 -0.279 0.094 0.074
C -2.503 2.427 -1.188 0.131 0.108 0.128
H -1.426 6.494 -1.658 -0.041 0.018 -0.024
H 0.069 5.905 -0.931 0.249 0.076 0.071
H -2.070 3.474 -3.538 -0.002 -0.007 -0.002
H -2.639 5.113 -3.176 -0.016 0.041 -0.013
H -3.578 4.307 0.251 -0.016 -0.018 0.011
H -3.520 5.599 -0.958 -0.007 0.029 -0.009
H -1.528 3.797 1.497 0.035 0.007 0.013
H 0.008 4.382 0.884 0.157 0.097 0.025
H 0.088 2.792 -2.771 0.009 -0.053 -0.052
H 0.997 3.777 -1.629 0.059 0.071 0.036
H -3.185 2.051 -0.426 -0.046 -0.034 0.026
H -2.491 1.707 -2.005 -0.023 -0.031 -0.069
Cl -3.510 -1.724 4.683 -0.025 0.021 0.018
C -3.696 -0.083 4.163 0.013 0.002 0.009
C -4.535 0.750 4.874 -0.051 0.022 0.053
C -4.697 2.078 4.492 0.021 -0.001 -0.036
C -4.018 2.567 3.373 -0.029 -0.010 0.025
C -3.192 1.731 2.661 0.050 -0.041 -0.032
C -2.981 0.375 3.026 0.104 -0.020 -0.054
C -2.095 -0.430 2.302 -0.071 -0.106 0.120
H -5.063 0.358 5.734 0.035 0.017 -0.032
H -5.352 2.725 5.062 0.036 -0.047 -0.039
H -4.148 3.601 3.070 0.008 -0.068 0.007
H -2.666 2.086 1.783 -0.034 0.012 0.040
H -1.561 -0.031 1.447 -0.097 0.149 -0.008
H -1.897 -1.463 2.557 -0.023 0.121 -0.008
```
Positions in Å, forces in eV/Å.

Values from the calculation:
**Energy relative to the best compared isomer or geometry (same formula, charge and spin)**: 67.0 kcal per mole
**HOMO energy (spin up / spin down)**: -9.47 / -10.32 eV
**Multiplicity**: 2
**Charge**: +1
**Electronic energy**: -148431.24016 eV